# C2H6NP

2 unconnected molecules or ions with the total composition C2H6NP at a distorted geometry (ωB97M-V/def2-TZVPD, the Open Molecules 2025 dataset).

The HOMO energy comes out at -0.3026 Ha. As for the LUMO energy: 0.82 eV. Its frontier orbital gap is 9.049 eV.

Atoms and positions in Å:
H  0.93210  -1.15570  1.49410
P  2.38605  0.09358  -0.34174
C  -1.85948  -0.20349  -0.21467
H  -2.19882  0.13515  0.78054
H  2.36273  1.27069  -1.11234
N  -0.46764  0.20544  -0.43102
C  0.63538  -0.04485  0.03053
H  2.72598  0.58470  0.97669
H  -1.92823  -1.25742  -0.26741
H  -2.58807  0.37189  -0.91467



# C5H34N2O12

12 unconnected molecules or ions with the total composition C5H34N2O12 at a distorted geometry (ωB97M-V/def2-TZVPD, the Open Molecules 2025 dataset).

The HOMO energy (spin up / spin down) comes out at 0.0019 / -0.2431 Ha. As for the LUMO energy (spin up / spin down): 2.17 / 2.12 eV. Its total charge is -1. Its frontier orbital gap (spin up / spin down) is 2.115 / 8.732 eV. As for the spin multiplicity: 2.

Atoms and positions in Å:
H  -1.13529  0.71915  -2.90250
O  -0.45659  0.91159  -2.23689
H  2.28229  -1.60260  2.26540
H  -3.06603  2.70252  1.04094
H  1.76890  -1.59901  -2.51068
O  -2.14748  -0.86659  -3.21586
O  -2.26707  0.60725  3.97680
H  -2.50373  1.37799  1.48025
H  0.36891  -2.30899  -2.40636
O  3.89790  -0.20514  3.64714
H  -2.17194  0.58641  4.94870
H  3.69850  0.72913  3.75787
C  1.41506  -2.26761  2.34678
C  0.96778  -1.48678  0.02787
H  -2.05600  -1.66397  -3.74931
C  0.31727  -1.91653  1.37688
H  0.26457  -0.80798  -0.41066
H  1.52948  1.54500  -3.34381
H  -0.57332  4.32620  -1.54926
O  1.30544  2.46748  -3.48792
O  -3.61342  1.16115  -1.77664
N  -0.67650  -0.88953  1.77820
C  1.51888  -2.68184  -0.77539
N  1.35226  -2.47690  -2.21851
H  1.74410  -0.78115  0.36361
H  0.37455  2.47243  -3.65260
H  -0.53555  -0.60789  2.74084
H  -3.24007  0.56386  3.89166
O  -0.53609  -4.73519  -0.85454
H  -2.80326  1.12109  -1.30440
H  3.96248  3.28020  -0.76027
H  -0.92546  0.61566  -1.44682
H  -0.92709  -5.27754  -0.15975
O  -0.64864  4.95242  -0.82640
O  -2.77087  1.85324  0.68958
C  -1.95489  -1.03352  1.34248
H  -0.36139  -2.75346  1.16036
H  0.16069  5.46580  -0.78475
O  -2.26209  -1.70549  0.36931
H  3.21721  3.29266  0.50578
H  3.87384  -0.39156  4.59462
H  0.57755  2.99020  -0.41540
H  1.84259  -3.20088  1.95490
H  -3.10973  -0.76403  -3.26287
O  1.47960  3.19899  -0.57170
H  -2.66133  -0.35165  1.81400
H  0.95362  -3.56324  -0.45084
H  2.60207  -2.67457  -0.62985
H  -3.96237  2.00145  -1.48057
O  4.08660  3.50965  0.14362
H  1.31929  -2.39002  3.42587
H  1.75157  2.71746  -1.35905
H  -1.26677  -4.16535  -1.09985



# C42H36FLuP2

A molecular structure, C42H36FLuP2 at a distorted geometry (ωB97M-V/def2-TZVPD, the Open Molecules 2025 dataset).

The HOMO energy comes out at -0.4879 Ha. As for the LUMO energy: -6.76 eV. Its total charge is +2. Its frontier orbital gap is 6.520 eV.

Atoms and positions in Å:
H  -3.87258  -4.86701  2.49851
H  3.82078  -5.06835  -1.56806
H  1.77762  -1.30542  -2.78573
C  -0.54395  -1.50571  3.23397
H  -0.70515  -2.40856  2.62917
C  -0.75197  -1.31184  -5.05076
H  0.09323  1.53909  -3.69916
H  -4.32786  0.96133  -3.03591
C  4.04696  1.48011  -1.53294
C  -1.82509  -1.67588  -4.24257
F  0.74241  -0.77998  6.54498
C  -3.69608  1.25083  -0.97941
H  -4.63877  0.83944  -0.60059
H  -3.07189  -1.67136  -0.29373
C  0.03625  3.57089  1.28473
C  -3.51426  -3.10354  1.25589
H  -1.07207  1.87734  3.39565
C  0.76593  -1.36138  -3.17848
C  -1.98411  -4.99249  1.50596
C  -1.09535  -4.33533  0.65906
C  -1.39619  -3.06663  0.09791
H  1.60005  -4.00473  -2.06896
H  -2.26140  2.21615  -3.94468
P  0.35164  2.09633  0.25469
C  -0.02044  -1.70575  4.51753
H  4.08185  -2.82648  2.12732
H  1.35817  5.00714  4.07429
C  2.89523  1.31682  -0.76933
C  2.30144  -2.48834  0.94790
H  5.12345  2.78303  -2.86894
H  1.36234  4.28574  -1.42092
H  -0.71333  6.40747  3.85351
C  4.22117  2.63822  -2.28588
C  -1.10250  4.38938  1.15171
H  1.33379  -0.66698  -5.14499
C  -0.49276  5.61492  3.14213
H  3.40069  4.53137  -2.87275
C  -3.19167  -4.34962  1.82480
H  -0.10594  1.54582  5.59569
H  -2.94481  2.05373  0.94170
C  0.92394  3.81137  2.35383
C  3.38460  -4.33759  -0.87692
H  -0.41214  2.79186  -2.40461
H  -2.37249  -2.31484  -2.27094
C  -1.38881  5.36062  2.10244
C  1.88583  2.30686  -0.76281
H  0.46376  1.12865  -3.16288
C  2.14183  -3.75988  -1.14816
C  4.07337  -3.99082  0.29506
C  -0.29572  -1.73419  -2.33441
C  1.59309  -2.83862  -0.22739
C  0.17494  -0.59120  5.31364
P  0.01396  -2.03129  -0.54498
C  -0.75740  0.86588  3.67362
H  2.76720  0.42028  -0.16456
H  -1.74522  -5.99867  1.92534
H  5.03121  -4.46527  0.51236
H  -4.41861  -2.56148  1.56793
H  -1.77643  4.23763  0.31054
C  3.53709  -3.06848  1.21048
C  -2.72037  1.79103  -0.10915
H  -2.82444  -1.81695  -4.65239
C  -0.85626  -0.22045  2.80519
H  -2.29261  5.95721  1.99757
C  3.24860  3.63506  -2.27530
Lu  -1.30557  0.05908  0.45664
C  -3.53133  1.33810  -2.37190
C  -0.21238  0.69301  4.94459
C  0.66215  4.83449  3.25817
H  0.22811  -2.72277  4.82072
H  -0.14173  -4.82318  0.42836
H  4.82829  0.72305  -1.55509
C  -1.57205  -1.93582  -2.90235
C  -1.40555  2.06644  -0.69045
C  -2.37711  1.92998  -2.89308
C  2.10456  3.48788  -1.49455
C  -1.30821  2.24856  -2.06610
H  1.82525  3.20786  2.45661
H  1.87684  -1.74507  1.62992
C  0.52582  -1.08396  -4.52390
H  -0.88372  -1.25258  -6.12517
C  -2.67707  -2.51151  0.30070



# C11H13DyN2O6

A molecular structure, C11H13DyN2O6 at a distorted geometry (ωB97M-V/def2-TZVPD, the Open Molecules 2025 dataset).

The HOMO energy (spin up / spin down) comes out at -0.5826 / -0.5714 Ha. As for the LUMO energy (spin up / spin down): -9.26 / -9.30 eV. Its total charge is +2. Its frontier orbital gap (spin up / spin down) is 6.594 / 6.252 eV. As for the spin multiplicity: 6.

Atoms and positions in Å:
O  -0.29038  3.83264  -1.93425
H  -0.07059  -0.09360  3.99020
H  -1.05922  -2.29447  3.72224
O  -2.06060  -0.20795  -5.42483
H  2.18206  0.45768  3.26871
H  0.44768  -2.95366  3.06637
C  0.06885  -0.74363  1.08699
C  1.91471  0.76520  0.69223
N  -0.61666  -1.61561  1.82128
N  1.14228  -0.10915  1.57140
C  -0.16736  -2.04502  3.14556
H  2.49059  -1.21826  2.76788
H  1.27911  1.56484  0.27560
O  3.20130  3.96849  -4.52090
H  1.02752  -1.25846  4.72414
C  1.70789  -0.44749  2.87589
O  -0.32810  -0.50231  -0.13525
H  -1.32476  -3.09415  0.47071
C  -0.95949  1.58365  -4.11604
O  -3.64698  1.66021  -2.24809
C  -1.70102  -2.33809  1.18058
Dy  -0.37584  0.20579  -2.07545
H  -2.28718  -2.84027  1.95859
H  2.71144  1.23463  1.28446
O  -0.78993  2.46826  -4.88186
C  -2.61133  1.17650  -2.09734
H  -2.35347  -1.64624  0.63116
C  2.33346  3.33378  -4.91306
C  -1.45843  0.06686  -4.43286
H  -1.09443  -0.86557  -3.43059
C  -0.29671  2.67790  -1.96094
C  0.60487  -0.92738  3.77680
H  2.38072  0.20487  -0.13933



Short version: energy above the lowest of the compared OMol25 structures with the same formula, charge and spin = 2.868 1.279 0.000 2.154 eV, in the order given.